No. 1
The following is a DFT calculation (the ωB97M-V functional and the def2-TZVPD basis) of a cluster of 3 separate species, C4H12O3 in total.

```
19
Properties=species:S:1:pos:R:3:forces:R:3:mulliken_charge:R:1
C -1.57709 -0.09559 0.21078 -1.6 0.2 0.1 -0.098
C -0.39921 -0.96990 0.26330 0.5 -0.2 -0.3 1.030
C 0.24568 -1.18056 -1.11646 0.3 -0.1 0.7 -1.386
C -0.66819 -2.28249 1.01905 0.7 0.2 -0.2 -1.660
O -1.72680 0.92750 -0.42126 0.3 -0.2 0.2 -0.544
H -2.43175 -0.47622 0.81836 0.0 0.2 0.0 0.331
H 0.35786 -0.42195 0.83036 0.0 0.1 0.2 0.052
H -0.36887 -1.81947 -1.74509 0.0 0.0 -0.1 0.426
H 1.17827 -1.68930 -0.85168 0.0 0.0 -0.7 0.356
H 0.47713 -0.23363 -1.61399 -0.1 -0.2 0.1 0.326
H 0.27799 -2.83114 0.94524 -0.3 -0.2 0.2 0.406
H -1.48382 -2.91202 0.64069 0.2 0.3 -0.2 0.367
H -0.85196 -2.08655 2.07204 -0.1 0.0 0.1 0.410
H 3.15603 1.07854 0.97744 0.2 -0.1 0.0 0.305
H 1.86553 1.13515 0.21368 0.1 0.1 -0.3 0.321
O 2.56456 0.51389 0.47144 -0.2 0.2 0.1 -0.598
H 0.47077 3.21311 -1.14901 -0.1 0.1 -0.2 0.302
H -0.21554 2.31672 -0.09062 0.2 0.1 -0.5 0.317
O 0.64809 2.58641 -0.44930 0.0 -0.3 0.7 -0.662
```
Positions in Å, forces in eV/Å.

Properties
Gap between HOMO and LUMO = 10.7 eV
Maximum force = 1.577 eV/A
LUMO = 0.028 Ha
SMILES = CC(C)C=O.O.O
Energy relative to the best compared isomer or geometry (same formula, charge and spin) = 5.2 kcal per mole
Spin multiplicity = 1
Energy = -385.313411 Ha



No. 2
The following is a DFT calculation (the ωB97M-V functional and the def2-TZVPD basis) of a cluster of 4 separate species, C4H12O3 in total.

```
19
Properties=species:S:1:pos:R:3:forces:R:3:mulliken_charge:R:1
C 1.08316 -0.02629 0.88615 0.5 -0.4 3.2 -0.413
C 1.12135 0.40872 -0.45903 -2.5 0.7 -2.6 1.313
C 0.68341 -0.48476 -1.55736 2.5 -0.6 -0.7 -1.226
C 1.36425 1.84483 -0.79662 0.8 0.4 1.0 -1.469
O 0.95460 -1.17323 1.34986 0.2 1.5 -1.2 -0.571
H 1.24126 0.83121 1.54786 0.4 -0.1 0.5 0.391
H -0.51992 1.92841 1.04299 0.5 -1.1 -0.3 0.148
H 1.52735 -0.73316 -2.30971 -0.9 0.7 1.1 0.361
H -0.03918 0.04535 -2.15165 -0.5 0.2 -0.2 0.315
H 0.34727 -1.44383 -1.21370 -0.5 -0.2 0.3 0.381
H 2.11093 1.99153 -1.57652 0.0 -0.3 -0.2 0.417
H 1.73770 2.34894 0.12159 -0.4 0.0 -0.5 0.358
H 0.43491 2.33657 -1.10421 0.4 -0.2 -0.1 0.414
H -3.38492 1.18211 0.76075 -0.3 0.0 0.1 0.277
H -1.79923 1.35562 0.63472 -2.4 -1.4 -1.5 0.048
O -2.68585 0.89892 0.16660 2.7 1.4 1.4 -0.716
H -0.66017 -1.49858 0.80863 -0.8 -0.5 -0.3 0.289
H -2.05020 -0.93943 0.38690 0.1 -0.1 -0.1 0.376
O -1.47907 -1.72299 0.31858 0.1 0.2 0.2 -0.692
```
Positions in Å, forces in eV/Å.

Properties
Gap between HOMO and LUMO = 5.5 eV
Maximum force = 3.693 eV/A
LUMO = -0.124 Ha
Energy relative to the best compared isomer or geometry (same formula, charge and spin) = 132.5 kcal per mole
Spin multiplicity = 1
Energy = -385.110639 Ha



No. 3
The following is a DFT calculation (the ωB97M-V functional and the def2-TZVPD basis) of a structure of composition C4H12O3Si2.

```
21
Properties=species:S:1:pos:R:3:forces:R:3:mulliken_charge:R:1
O -1.85122 -1.82088 2.28024 0.1 0.5 -0.3 -0.542
C -2.02460 -0.99917 1.42109 0.1 -0.2 0.3 0.538
O -2.69102 0.15335 1.70967 -0.4 -0.4 0.0 -0.487
C -1.52153 -1.15015 -0.00524 -0.2 -0.2 -0.1 -0.571
C -0.11805 -1.77871 -0.09856 0.1 0.0 -0.1 -0.763
C 1.05526 -0.80342 -0.36030 -0.1 -0.2 0.1 -0.712
Si 1.16376 0.69394 0.76635 0.3 -0.2 0.4 0.389
O 2.03494 1.92798 0.06930 -0.5 -0.2 -0.3 -0.185
Si 1.64667 2.52301 -1.42539 0.3 0.1 -0.1 0.472
H -3.13031 0.49384 0.91909 0.3 0.1 0.0 0.345
H -1.59149 -0.19714 -0.53845 0.1 -0.1 0.0 0.372
H -2.23163 -1.83561 -0.48902 0.1 0.1 0.1 0.334
H 0.07513 -2.35093 0.81221 -0.2 0.0 -0.1 0.361
H -0.13651 -2.49512 -0.92465 0.1 0.0 0.2 0.350
H 1.98421 -1.36442 -0.19208 -0.1 0.1 -0.1 0.363
H 1.05873 -0.53505 -1.42288 0.0 0.2 0.1 0.406
H -0.18327 1.16454 1.14499 0.0 0.1 -0.1 -0.092
H 1.87487 0.30133 1.99939 0.0 0.1 0.0 -0.166
H 2.54425 1.93588 -2.44312 0.0 0.0 0.0 -0.122
H 1.78688 3.98853 -1.44905 0.0 0.0 0.1 -0.148
H 0.25494 2.14820 -1.77361 0.0 0.0 0.1 -0.144
```
Positions in Å, forces in eV/Å.

Properties
Gap between HOMO and LUMO = 11.1 eV
Maximum force = 0.600 eV/A
LUMO = 0.020 Ha
Energy relative to the best compared isomer or geometry (same formula, charge and spin) = 10.4 kcal per mole
Spin multiplicity = 1
Energy = -964.382557 Ha



No. 4
The following is a DFT calculation (the ωB97M-V functional and the def2-TZVPD basis) of a cluster of 3 separate species, C4H12O4 in total.

```
20
Properties=species:S:1:pos:R:3:forces:R:3:mulliken_charge:R:1
C -1.10253 -0.01283 -0.56994 0.2 -0.2 0.2 -0.482
C -2.29794 0.34737 0.28250 -0.7 0.7 0.0 -0.309
C -3.59190 -0.21943 -0.31280 0.9 -0.2 0.2 -0.449
O -4.70991 -0.02585 0.41619 -0.3 0.0 0.0 -0.387
C 0.22969 0.28541 0.09722 -0.1 0.1 0.1 -0.476
O 1.24813 0.25462 -0.85748 -0.3 -0.3 -0.1 -0.543
H -1.13685 -1.07582 -0.81580 0.1 -0.1 -0.2 0.263
H -1.14732 0.54380 -1.50833 0.0 0.0 -0.1 0.288
H -2.39110 1.44218 0.30094 0.0 -0.1 0.0 0.274
H -2.25953 0.06796 1.34001 0.3 -0.3 -0.1 0.316
H -3.45798 -1.32074 -0.37565 -0.2 -0.1 0.2 0.273
H -3.69247 0.04144 -1.36965 -0.3 0.3 -0.3 0.325
H 0.39465 -0.44890 0.88966 0.1 -0.2 0.1 0.273
H 0.16859 1.24996 0.62411 0.1 0.2 -0.2 0.233
H 2.11734 0.22869 -0.35363 0.2 0.4 0.4 0.345
H 3.41380 1.32567 -0.25993 0.4 -0.1 0.6 0.212
O 3.43789 0.76752 0.54020 -0.3 0.1 -0.9 -1.129
H 4.20298 -1.78657 -0.03469 0.2 -0.1 0.1 0.263
H 4.54558 -0.41271 0.43991 -0.1 -0.1 0.1 0.455
O 4.95952 -1.34488 0.36717 -0.1 0.2 -0.2 -0.747
```
Positions in Å, forces in eV/Å.

Properties
Gap between HOMO and LUMO (alpha / beta) = 7.3 / 5.0 eV
Maximum force = 1.018 eV/A
LUMO (alpha / beta) = 0.112 / 0.027 Ha
Charge = -1
Energy relative to the best compared isomer or geometry (same formula, charge and spin) = 18.0 kcal per mole
Spin multiplicity = 2
Energy = -460.512600 Ha



No. 5
The following is a DFT calculation (the ωB97M-V functional and the def2-TZVPD basis) of a cluster of 3 separate species, C4H12O4 in total.

```
20
Properties=species:S:1:pos:R:3:forces:R:3:mulliken_charge:R:1
O 1.26819 -2.53773 -2.27998 -0.4 0.2 0.3 -0.499
C 0.73105 -1.85644 -1.43807 0.4 -0.1 -0.2 0.048
C 1.50370 -0.94696 -0.51243 0.0 0.2 0.5 -0.791
C 0.65980 0.03379 0.30906 0.7 0.4 -0.9 0.599
C 1.58263 0.83740 1.22085 -0.4 -0.4 0.7 -1.448
O 0.08678 1.01078 -0.58599 -0.2 0.0 0.2 -0.556
H -0.36794 -1.86311 -1.28984 0.1 -0.1 -0.1 0.324
H 2.22114 -0.33398 -1.06204 0.0 -0.2 -0.3 0.315
H 2.11478 -1.56699 0.15603 -0.2 -0.1 -0.1 0.370
H -0.14030 -0.47456 0.83847 -0.1 -0.1 0.2 0.253
H 1.87938 1.72813 0.68960 0.2 0.3 -0.1 0.352
H 2.47439 0.27095 1.48933 0.0 0.0 0.0 0.357
H 1.09430 1.13163 2.15498 0.0 0.0 -0.2 0.352
H -0.09907 0.62187 -1.44569 -0.1 -0.2 0.1 0.304
H -2.39841 1.24708 1.33031 0.0 0.0 0.0 0.325
H -1.89104 2.66087 1.08855 -0.2 -0.2 0.2 0.328
O -2.52247 2.15648 1.62471 0.2 0.1 -0.2 -0.653
H -2.77760 -0.01664 -1.13988 0.1 -0.1 0.2 0.309
H -3.02685 -1.41891 -0.59367 0.3 0.3 0.1 0.274
O -2.39244 -0.68366 -0.55430 -0.5 -0.2 -0.2 -0.565
```
Positions in Å, forces in eV/Å.

Properties
Gap between HOMO and LUMO = 10.2 eV
Maximum force = 1.191 eV/A
LUMO = 0.009 Ha
SMILES = C[C@@H](O)CC=O.O.O
Energy relative to the best compared isomer or geometry (same formula, charge and spin) = 25.7 kcal per mole
Spin multiplicity = 1
Energy = -460.541691 Ha



No. 6
The following is a DFT calculation (the ωB97M-V functional and the def2-TZVPD basis) of a cluster of 2 separate species, C4H12OP in total.

```
18
Properties=species:S:1:pos:R:3:forces:R:3:mulliken_charge:R:1
C -1.87066 -0.89733 0.95640 -0.7 0.4 0.2 -0.679
C 1.16327 -0.58849 2.24974 -2.9 -1.0 0.3 -0.862
C -0.78190 2.22000 -3.22030 1.5 -0.4 -1.4 -0.831
C 1.73179 -0.42346 -0.59459 2.3 3.4 0.3 -0.917
O -0.56888 -0.84679 0.30694 -1.5 0.0 -0.7 -0.160
P 0.57079 0.15326 0.74669 1.0 -2.2 -2.2 0.576
H -2.15480 -1.86508 1.38383 0.7 -0.1 -0.4 0.282
H -2.72289 -0.54936 0.33377 1.1 -0.2 -0.1 0.273
H -1.73548 -0.20095 1.74510 -0.7 0.6 1.1 0.337
H 1.68515 -1.51875 2.03022 -0.6 -0.3 -0.2 0.331
H 0.24266 -0.65913 2.92147 1.5 -0.2 -0.6 0.346
H 1.86981 0.02141 2.63037 2.2 2.2 1.8 0.405
H -0.59319 3.27111 -3.54654 -0.7 -0.8 1.1 0.280
H -0.21041 1.54593 -3.93599 -1.1 0.5 1.3 0.240
H -1.23868 1.81527 -2.29313 0.3 0.7 -0.9 0.316
H 1.82586 -1.44276 -0.32752 0.0 -1.2 -0.3 0.364
H 2.78726 0.07290 -0.54523 -1.8 -0.8 0.5 0.365
H 1.45800 -0.14898 -1.61394 -0.7 -0.5 0.2 0.336
```
Positions in Å, forces in eV/Å.

Properties
Gap between HOMO and LUMO (alpha / beta) = 11.9 / 4.0 eV
Maximum force = 4.113 eV/A
LUMO (alpha / beta) = -0.123 / -0.285 Ha
Charge = +1
Energy relative to the best compared isomer or geometry (same formula, charge and spin) = 52.7 kcal per mole
Spin multiplicity = 1
Energy = -575.776563 Ha